131
Properties=species:S:1:pos:R:3 method="wB97M-V/def2-TZVPD" e_lumo_ha=-0.099 homo_energy_ev=-10.12 total_energy_ha=-4347.6461 charge=+1 gap_ev=7.4
Hf -0.054 0.702 0.026
C -0.006 0.092 4.800
C -0.590 -0.238 3.431
C -1.889 0.544 3.213
C -0.830 -1.749 3.344
O 0.316 0.175 2.364
Si 2.015 0.027 2.420
S 2.508 0.756 0.520
O 2.236 -1.551 2.691
C 3.423 -2.294 3.002
C 3.895 -1.915 4.406
C 3.010 -3.765 2.956
C 4.494 -2.005 1.956
O 2.637 0.840 3.664
C 3.334 2.073 3.852
C 4.764 1.924 3.340
C 3.342 2.332 5.360
C 2.621 3.201 3.111
H -0.728 -0.159 5.573
H 0.244 1.146 4.872
H 0.899 -0.484 4.958
H -2.653 0.191 3.901
H -2.251 0.415 2.190
H -1.714 1.602 3.398
H -1.226 -2.124 4.283
H 0.120 -2.239 3.148
H -1.532 -1.994 2.552
H 3.131 -2.166 5.140
H 4.081 -0.846 4.450
H 4.807 -2.450 4.652
H 2.200 -3.949 3.657
H 3.857 -4.392 3.218
H 2.670 -4.015 1.954
H 4.725 -0.942 1.949
H 4.132 -2.282 0.968
H 5.398 -2.567 2.172
H 5.306 1.194 3.935
H 5.280 2.876 3.414
H 4.751 1.605 2.302
H 3.788 1.492 5.889
H 2.329 2.470 5.730
H 3.921 3.227 5.569
H 2.743 3.080 2.040
H 3.032 4.164 3.397
H 1.558 3.188 3.342
O -0.607 0.536 -2.209
P -1.732 0.119 -3.116
C -3.201 1.214 -2.867
P -3.683 1.344 -1.076
O -2.484 1.172 -0.201
C -4.942 0.075 -0.782
C -6.212 0.229 -1.326
C -7.172 -0.743 -1.114
C -6.866 -1.865 -0.358
C -5.600 -2.017 0.188
C -4.635 -1.047 -0.022
C -4.495 2.951 -0.790
C -4.950 3.150 0.511
C -5.485 4.370 0.884
C -5.567 5.401 -0.040
C -5.157 5.193 -1.346
C -4.630 3.969 -1.725
C -2.214 -1.610 -2.866
C -3.533 -2.042 -2.866
C -3.816 -3.393 -2.755
C -2.784 -4.311 -2.651
C -1.466 -3.883 -2.664
C -1.177 -2.534 -2.784
C -1.290 0.302 -4.869
C -0.568 1.423 -5.265
C -0.208 1.586 -6.591
C -0.562 0.630 -7.530
C -1.274 -0.492 -7.137
C -1.642 -0.656 -5.813
H -4.039 0.873 -3.476
H -2.891 2.198 -3.232
H -6.446 1.111 -1.905
H -8.156 -0.631 -1.542
H -7.616 -2.626 -0.202
H -5.362 -2.896 0.771
H -3.641 -1.153 0.386
H -4.867 2.347 1.235
H -5.826 4.526 1.897
H -5.949 6.366 0.256
H -5.234 5.990 -2.071
H -4.315 3.822 -2.747
H -4.341 -1.332 -2.962
H -4.844 -3.722 -2.765
H -3.007 -5.364 -2.562
H -0.665 -4.600 -2.594
H -0.153 -2.186 -2.823
H -0.273 2.152 -4.524
H 0.362 2.451 -6.889
H -0.281 0.754 -8.564
H -1.531 -1.247 -7.864
H -2.190 -1.540 -5.519
C -1.571 3.932 1.515
Si -0.331 3.352 0.119
C -1.106 4.120 -1.501
C 1.198 4.523 0.202
C 1.110 5.833 0.666
C 2.192 6.696 0.605
C 3.401 6.257 0.092
C 3.511 4.955 -0.366
C 2.419 4.105 -0.324
H -2.040 4.883 1.272
H -1.076 4.050 2.476
H -2.375 3.211 1.645
H -1.332 5.173 -1.346
H -2.029 3.621 -1.781
H -0.420 4.067 -2.342
H 0.177 6.194 1.071
H 2.087 7.712 0.959
H 4.251 6.926 0.054
H 4.452 4.596 -0.756
H 2.523 3.093 -0.694
O 2.660 -2.516 -0.942
C 1.521 -2.595 -0.570
N 0.638 -1.522 -0.409
C -0.511 -1.968 0.093
O -1.424 -1.158 0.386
C -0.500 -3.438 0.241
C -1.441 -4.356 0.658
C -1.070 -5.697 0.657
C 0.195 -6.093 0.253
C 1.141 -5.164 -0.177
C 0.774 -3.837 -0.175
H -2.423 -4.037 0.977
H -1.778 -6.445 0.979
H 0.452 -7.140 0.278
H 2.123 -5.466 -0.504